(1)
ORCA calculation (ωB97M-V/def2-TZVPD) on a structure of composition C24H56N2O16P.

```
! wB97M-V def2-TZVPD RIJCOSX def2/J DEFGRID3
* xyz -1 1
N -23.04 -64.30 37.69
H -22.92 -64.88 38.43
H -23.76 -63.69 37.77
H -22.83 -64.93 36.86
H -22.12 -63.62 37.74
N -20.70 -66.26 40.08
H -20.47 -66.83 39.39
H -19.87 -65.59 40.05
H -20.89 -66.90 41.01
H -21.52 -65.65 39.69
P -20.52 -66.09 37.36
O -19.49 -67.14 37.51
O -21.88 -66.82 37.67
O -20.72 -65.28 36.17
O -20.50 -65.22 38.48
O -24.51 -64.04 40.14
C -25.04 -64.15 41.22
O -25.64 -65.38 41.66
C -25.50 -66.56 40.79
C -26.22 -67.76 41.28
C -25.23 -63.14 42.32
H -24.49 -67.04 40.88
H -25.71 -66.14 39.83
H -25.95 -67.87 42.37
H -26.10 -68.77 40.65
H -27.37 -67.46 41.47
H -25.71 -62.25 42.15
H -24.15 -63.16 42.72
H -25.85 -63.58 42.97
O -21.78 -69.97 35.07
C -21.74 -68.73 34.97
O -22.20 -67.91 34.01
C -22.42 -66.49 34.14
C -23.77 -66.21 33.25
C -20.88 -67.85 36.10
H -21.45 -65.97 33.81
H -22.61 -66.28 35.14
H -23.47 -66.51 32.11
H -23.96 -65.10 33.34
H -24.62 -66.77 33.69
H -20.09 -68.60 36.55
H -21.47 -67.46 36.94
H -20.20 -66.94 35.83
O -23.19 -62.57 32.15
C -22.77 -63.65 32.44
O -23.02 -64.80 31.72
C -23.53 -64.54 30.35
C -23.54 -65.89 29.66
C -22.30 -64.03 33.81
H -22.80 -63.69 29.82
H -24.51 -64.30 30.15
H -22.54 -66.26 29.29
H -23.87 -65.66 28.64
H -23.99 -66.62 30.23
H -22.31 -63.11 34.51
H -21.35 -64.05 33.91
H -22.68 -64.84 34.38
O -27.71 -67.27 36.34
C -27.56 -66.74 37.38
O -26.49 -65.99 37.86
C -25.44 -65.63 36.95
C -26.12 -64.83 35.90
C -28.67 -66.78 38.40
H -24.84 -66.44 36.72
H -24.88 -64.89 37.62
H -26.91 -64.20 36.25
H -26.69 -65.35 35.05
H -25.31 -64.23 35.53
H -29.67 -66.63 37.99
H -28.74 -65.92 39.05
H -28.45 -67.72 39.09
O -22.49 -61.54 36.75
C -21.39 -61.12 36.54
O -20.98 -60.09 35.74
C -21.87 -59.33 35.12
C -21.17 -57.94 34.80
C -20.11 -61.94 37.06
H -22.83 -59.22 35.74
H -22.21 -59.98 34.07
H -21.09 -57.24 35.56
H -21.94 -57.54 34.00
H -20.10 -58.02 34.33
H -19.27 -61.34 36.73
H -20.25 -63.03 36.60
H -20.23 -62.17 38.18
O -25.84 -63.15 36.02
C -26.16 -62.07 35.78
O -26.43 -61.23 36.74
C -26.52 -61.67 38.10
C -26.89 -60.55 39.07
C -26.16 -61.46 34.43
H -25.52 -62.11 38.24
H -27.23 -62.45 37.99
H -26.98 -60.88 39.91
H -27.86 -60.07 38.69
H -26.36 -59.59 39.15
H -25.27 -60.75 34.51
H -26.93 -60.91 34.32
H -25.99 -62.27 33.63
*
```

Properties
- Orbital gap: 3.726 eV
- E_tot: -70801.0391 eV
- HOMO: -1.9396 eV

(2)
ORCA calculation (ωB97M-V/def2-TZVPD) on a structure of composition C24H56N4O16V3.

```
! wB97M-V def2-TZVPD RIJCOSX def2/J DEFGRID3
* xyz 2 4
O 3.21 0.85 1.33
V 1.93 0.00 1.62
O -1.12 -2.36 2.56
V -1.37 -1.05 1.68
O -1.88 2.35 -0.59
V -0.45 1.81 -0.12
C 0.39 -0.82 -0.50
O 0.59 -1.43 0.54
O -0.76 -0.31 -0.47
O 1.07 0.20 -0.43
C -0.41 1.27 2.56
O -1.37 1.11 1.88
O 0.44 1.84 1.91
O 0.04 0.16 2.77
C -2.13 -0.72 5.17
O -2.70 -0.91 3.82
C -4.07 -0.94 3.76
C -4.34 -0.09 2.42
N -3.67 -0.76 1.30
C -4.56 -1.83 0.79
C -3.76 -2.48 -0.33
O -2.38 -2.78 0.12
C -1.79 -3.97 -0.52
H -1.11 -0.98 4.89
H -2.52 -1.29 6.01
H -2.20 0.31 5.52
H -4.41 -0.30 4.58
H -4.19 -2.02 3.76
H -3.86 0.89 2.43
H -5.43 -0.06 2.38
H -3.90 -0.04 0.63
H -5.55 -1.46 0.51
H -4.67 -2.56 1.59
H -3.62 -1.82 -1.19
H -4.39 -3.36 -0.46
H -2.11 -4.93 -0.12
H -0.72 -3.96 -0.29
H -1.84 -4.00 -1.61
C -2.36 5.03 1.66
O -1.23 4.32 0.98
C -0.21 5.21 0.63
C 0.19 4.97 -0.86
N 0.49 3.61 -1.21
C 0.47 3.56 -2.76
C 0.54 2.14 -3.24
O -0.70 1.44 -2.96
C -1.78 1.86 -3.89
H -1.96 5.45 2.58
H -3.19 4.37 1.91
H -2.79 5.93 1.21
H 0.69 4.99 1.19
H -0.31 6.29 0.77
H 1.08 5.57 -1.04
H -0.67 5.26 -1.47
H 1.46 3.76 -0.99
H 1.26 4.20 -3.16
H -0.37 4.07 -3.23
H 1.39 1.58 -2.83
H 0.70 2.14 -4.32
H -1.67 1.45 -4.90
H -1.98 2.92 -4.03
H -2.67 1.42 -3.45
C 2.26 1.56 4.62
O 2.79 0.54 3.78
C 3.13 -0.62 4.49
C 3.72 -1.62 3.52
N 2.67 -2.04 2.62
C 3.19 -2.96 1.60
C 4.27 -2.38 0.68
O 3.79 -1.22 0.03
C 4.51 -1.00 -1.15
H 2.07 2.45 4.01
H 3.07 1.81 5.30
H 1.35 1.19 5.09
H 2.24 -1.03 4.97
H 3.94 -0.56 5.21
H 4.09 -2.52 4.01
H 4.56 -1.15 2.99
H 2.12 -2.60 3.26
H 2.31 -3.29 1.05
H 3.58 -3.89 2.02
H 4.60 -3.19 0.03
H 5.15 -2.36 1.33
H 5.60 -1.00 -1.16
H 4.14 -0.02 -1.44
H 4.14 -1.55 -2.01
C 0.72 -2.65 -3.49
C -0.02 -1.66 -4.31
C 0.34 -1.86 -5.83
O 1.68 -1.59 -6.11
C 2.19 -0.26 -5.95
N -1.46 -1.83 -4.09
H 0.90 -2.53 -2.42
H 1.71 -2.64 -3.95
H 0.33 -3.65 -3.67
H 0.24 -0.68 -3.92
H -0.36 -1.18 -6.33
H -0.08 -2.80 -6.17
H 2.27 0.03 -4.91
H 1.68 0.46 -6.60
H 3.17 -0.46 -6.39
H -1.81 -1.53 -3.19
H -1.58 -2.83 -4.06
*
```

Properties
- Orbital gap (spin up / spin down): 6.015 / 5.934 eV
- E_tot: -141555.7589 eV
- HOMO (spin up / spin down): -13.0534 / -13.0534 eV

(3)
ORCA calculation (ωB97M-V/def2-TZVPD) on a cluster of 8 separate species, C24H56N8O8 in total.

```
! wB97M-V def2-TZVPD RIJCOSX def2/J DEFGRID3
* xyz 0 1
C 0.18 -1.75 -0.23
O 0.66 -1.25 0.77
N -0.08 -1.07 -1.35
C 0.28 0.34 -1.35
C -0.70 -1.75 -2.48
H -0.08 -2.82 -0.34
H 0.93 0.54 -2.20
H 0.79 0.65 -0.42
H -0.62 1.00 -1.40
H -1.72 -1.46 -2.66
H -0.11 -1.59 -3.40
H -0.75 -2.82 -2.30
C -5.41 0.32 1.24
O -5.43 1.42 1.76
N -4.45 -0.12 0.38
C -4.48 -1.43 -0.23
C -3.25 0.63 0.10
H -6.20 -0.42 1.43
H -5.30 -1.92 0.30
H -3.60 -2.05 0.02
H -4.72 -1.46 -1.30
H -2.40 0.05 0.44
H -3.21 0.80 -0.97
H -3.26 1.67 0.47
C -0.65 4.07 -0.27
O 0.13 3.16 -0.58
N -0.41 5.08 0.63
C -1.44 5.96 1.11
C 0.88 5.00 1.26
H -1.65 4.18 -0.68
H -1.10 6.98 1.33
H -1.91 5.58 2.01
H -2.16 5.85 0.30
H 1.52 4.40 0.66
H 1.29 6.03 1.29
H 0.85 4.56 2.28
C -2.42 0.31 3.85
O -2.82 -0.77 4.26
N -1.08 0.52 3.55
C -0.60 1.69 2.86
C -0.02 -0.45 3.82
H -3.05 1.20 3.63
H -1.48 2.33 2.69
H -0.18 1.45 1.88
H 0.10 2.28 3.47
H 0.88 0.03 4.26
H -0.33 -1.20 4.53
H 0.27 -1.00 2.90
C 3.41 -2.86 -3.26
O 3.30 -2.10 -4.20
N 3.40 -2.49 -1.96
C 3.52 -1.09 -1.63
C 3.70 -3.48 -0.86
H 3.52 -3.95 -3.41
H 3.10 -0.48 -2.45
H 4.55 -0.77 -1.41
H 2.96 -0.90 -0.69
H 4.77 -3.42 -0.65
H 3.04 -3.36 0.00
H 3.67 -4.45 -1.35
C -0.86 4.06 -6.88
O -0.53 5.02 -6.19
N -0.65 2.76 -6.54
C -0.94 1.71 -7.54
C -0.14 2.43 -5.20
H -1.39 4.15 -7.86
H -1.58 2.25 -8.20
H -1.38 0.82 -7.07
H -0.04 1.44 -8.03
H -0.90 1.79 -4.70
H 0.70 1.72 -5.36
H 0.07 3.30 -4.59
C -1.85 -4.42 1.06
O -1.28 -4.66 -0.01
N -1.20 -4.31 2.30
C -1.90 -3.79 3.41
C 0.23 -4.39 2.32
H -2.91 -4.28 1.22
H -1.34 -3.85 4.32
H -2.80 -4.38 3.57
H -2.06 -2.70 3.35
H 0.75 -3.50 1.95
H 0.64 -4.74 3.25
H 0.42 -5.18 1.60
C 3.61 -1.82 2.39
O 4.20 -2.82 2.77
N 3.79 -0.54 2.88
C 3.14 0.60 2.31
C 4.80 -0.31 3.80
H 2.77 -1.77 1.66
H 2.36 0.30 1.56
H 3.82 1.20 1.73
H 2.51 1.21 2.93
H 5.36 -1.20 4.12
H 5.58 0.37 3.52
H 4.37 0.15 4.70
*
```

Properties
- Orbital gap: 9.495 eV
- E_tot: -54096.1625 eV
- Relative energy (zero: lowest compared OMol25 entry of this formula, charge and spin): 5.769 eV
- HOMO: -9.1066 eV

(4)
ORCA calculation (ωB97M-V/def2-TZVPD) on a cluster of 7 separate species, C24H57BCl2IN13O14P2S2 in total.

```
! wB97M-V def2-TZVPD RIJCOSX def2/J DEFGRID3
* xyz -2 1
C 2.03 -3.57 2.03
C 1.34 -2.33 1.49
O 2.28 -1.32 1.30
C 1.76 -0.19 0.59
P 3.15 0.71 -0.39
C 4.52 1.66 -1.43
O 5.47 2.12 -0.76
O 4.33 1.85 -2.65
C 4.41 0.48 1.08
Cl 5.91 -0.31 0.68
C 4.27 0.85 2.35
C 3.06 1.49 2.97
Cl 5.56 0.59 3.54
P 3.78 -1.46 -1.16
O 4.91 -1.24 -2.32
I 1.84 -2.40 -2.54
O 2.04 0.79 -1.74
C 1.24 1.92 -1.80
C 1.44 2.78 -0.53
C 0.25 2.73 0.49
C -0.94 1.86 0.12
C -2.01 1.82 1.23
S -3.67 2.21 0.61
C -4.42 0.62 0.41
S -4.42 -0.51 1.59
N -5.01 0.52 -0.83
C -4.02 0.42 -1.94
C -2.97 -0.67 -1.77
C -6.09 -0.47 -0.95
C -7.14 -0.01 -1.94
C 1.66 4.26 -0.90
B 2.94 4.50 -1.81
O 2.83 4.59 -3.18
O 4.18 4.65 -1.26
O 2.60 2.31 0.10
H 2.25 -3.47 3.09
H 2.92 -3.78 1.45
H 1.35 -4.42 1.91
H 0.56 -2.01 2.20
H 0.83 -2.59 0.55
H 1.30 0.47 1.33
H 0.99 -0.50 -0.11
H 3.30 1.78 3.99
H 2.25 0.76 3.06
H 2.75 2.38 2.44
H 5.50 -2.00 -2.26
H 0.20 1.68 -2.03
H 1.59 2.50 -2.66
H -0.14 3.74 0.65
H 0.63 2.39 1.46
H -1.43 2.25 -0.78
H -0.64 0.85 -0.12
H -2.07 0.86 1.72
H -1.78 2.56 2.00
H -4.58 0.24 -2.85
H -3.51 1.38 -2.01
H -2.34 -0.67 -2.66
H -3.42 -1.66 -1.65
H -2.30 -0.47 -0.93
H -6.57 -0.56 0.02
H -5.68 -1.45 -1.21
H -7.36 1.05 -1.79
H -8.07 -0.56 -1.76
H -6.84 -0.17 -2.97
H 1.81 4.78 0.06
H 0.74 4.68 -1.32
H 3.61 4.14 -3.55
H 4.16 4.49 -0.31
C -9.12 -1.29 1.59
O -8.99 -0.46 0.70
N -8.05 -1.75 2.32
N -10.33 -1.82 1.94
H -8.14 -2.43 3.05
H -7.14 -1.38 2.09
H -11.13 -1.52 1.43
H -10.44 -2.50 2.67
C 7.34 -4.49 -1.59
O 6.30 -3.93 -1.83
N 8.55 -4.01 -2.02
N 7.40 -5.64 -0.84
H 9.43 -4.45 -1.82
H 8.54 -3.16 -2.56
H 6.53 -5.99 -0.50
H 8.25 -6.11 -0.61
C -7.98 2.95 -4.09
O -8.15 1.78 -4.35
N -8.95 3.90 -4.32
N -6.82 3.42 -3.55
H -8.83 4.87 -4.11
H -9.81 3.59 -4.71
H -6.10 2.75 -3.35
H -6.66 4.38 -3.32
C 9.29 2.70 -2.95
O 10.38 2.77 -3.53
N 9.17 2.89 -1.60
N 8.13 2.44 -3.59
H 8.28 2.83 -1.13
H 10.01 3.07 -1.08
H 8.15 2.29 -4.58
H 7.23 2.39 -3.10
C -11.05 -5.67 2.90
O -10.41 -4.81 3.47
N -12.42 -5.66 2.85
N -10.45 -6.72 2.26
H -12.96 -6.35 2.38
H -12.88 -4.90 3.31
H -9.45 -6.75 2.28
H -10.96 -7.44 1.78
C 9.51 -0.45 5.47
O 9.24 -1.58 5.86
N 8.65 0.33 4.77
N 10.74 0.12 5.71
H 8.88 1.25 4.46
H 7.73 -0.01 4.54
H 11.41 -0.43 6.22
H 11.00 1.03 5.40
*
```

Properties
- Orbital gap: 3.034 eV
- E_tot: -147929.1425 eV
- Relative energy (zero: lowest compared OMol25 entry of this formula, charge and spin): 0.000 eV
- HOMO: -0.7722 eV

Q: Which formula does entry 1 have?
A: C24H56N2O16P

Q: What is the formula in the third record?
A: C24H56N8O8